# C47H48IrN6O3S3

A structure of composition C47H48IrN6O3S3 at a distorted geometry (ωB97M-V with the def2-TZVPD basis set, the Open Molecules 2025 dataset).

Geometry (Å):
Ir  -0.80759  0.06334  1.71093
C  -2.38587  2.20641  5.07552
C  -2.06685  1.58705  3.76046
N  -0.92895  1.10160  3.38394
N  0.14873  1.04809  4.24778
C  1.33430  0.55816  3.81875
N  2.34751  0.55789  4.66442
S  1.50944  -0.02885  2.22241
C  -3.11223  1.49063  2.71119
C  -4.41152  1.93035  2.86925
C  -5.26396  1.89660  1.77001
C  -4.79110  1.42988  0.55590
C  -3.48477  0.96897  0.47663
N  -2.67237  0.99690  1.52954
H  -1.54238  2.33491  5.74813
H  -3.13414  1.60000  5.59134
H  -2.81798  3.19513  4.91414
H  0.00999  1.38982  5.18783
H  2.30443  0.96610  5.58738
H  3.23228  0.16774  4.37470
H  -4.76003  2.29802  3.82399
H  -6.28283  2.24847  1.86356
H  -5.42151  1.40928  -0.32188
H  -3.07146  0.56201  -0.43680
C  -1.45200  -5.90760  -4.60089
C  -1.10479  -4.73422  -3.73752
C  -1.39118  -3.43203  -4.14409
C  -1.06862  -2.34739  -3.34352
C  -0.43746  -2.56742  -2.12331
C  -0.14490  -3.85947  -1.68881
C  -0.48072  -4.92549  -2.49712
S  -0.04475  -1.12370  -1.21067
O  -0.47709  -1.42589  0.24960
C  1.72863  -1.09907  -1.12317
C  2.40895  -2.04939  -0.32616
C  3.76733  -2.03841  -0.29431
C  4.51253  -1.06560  -1.01173
C  5.92626  -1.04942  -0.96829
C  6.62915  -0.08462  -1.62468
C  5.94834  0.92650  -2.34376
C  4.58797  0.93184  -2.41727
C  3.82981  -0.07939  -1.77007
C  2.40342  -0.12942  -1.82659
C  1.68075  0.88962  -2.63800
C  1.66179  0.81460  -4.05065
C  2.29946  -0.23252  -4.74450
C  2.29753  -0.28364  -6.15283
C  1.65962  0.69118  -6.88997
C  0.98942  1.72809  -6.22866
C  0.97161  1.80046  -4.80758
C  0.28209  2.81851  -4.15733
C  0.29186  2.88652  -2.75743
C  0.98955  1.94530  -2.02135
S  1.04094  2.06161  -0.22181
O  -0.30848  1.37007  0.14606
C  0.80471  3.77787  0.06232
C  -0.44599  4.30151  0.36836
C  -0.54357  5.65165  0.65853
C  0.58377  6.47835  0.66573
C  0.47101  7.93017  1.01480
C  1.82430  5.91781  0.34561
C  1.94992  4.57082  0.05900
H  -2.21801  -5.65461  -5.33071
H  -1.80205  -6.74709  -4.00213
H  -0.56800  -6.24563  -5.14615
H  -1.89278  -3.26867  -5.08944
H  -1.31856  -1.34075  -3.65927
H  0.31790  -4.03370  -0.72747
H  -0.25986  -5.93305  -2.16773
H  1.84832  -2.78564  0.23196
H  4.30198  -2.78214  0.28338
H  6.44294  -1.81513  -0.40401
H  7.71005  -0.08538  -1.59356
H  6.51713  1.70230  -2.83878
H  4.09061  1.71746  -2.97324
H  2.80346  -1.01428  -4.18989
H  2.80246  -1.09795  -6.65580
H  1.67404  0.66097  -7.97132
H  0.47730  2.49392  -6.79932
H  -0.25432  3.56385  -4.73152
H  -0.22256  3.69672  -2.25603
H  -1.32234  3.66529  0.37680
H  -1.51276  6.07804  0.88559
H  -0.36102  8.11299  1.69210
H  0.29768  8.52216  0.11323
H  1.38622  8.29701  1.47535
H  2.70589  6.54590  0.33668
H  2.92382  4.15045  -0.16637
C  -3.68764  -4.44926  3.02804
N  -2.97283  -3.32176  2.41163
C  -3.63374  -2.79701  1.21693
C  -1.98954  -2.60244  2.98098
O  -1.99024  -1.34733  2.63450
N  -1.11688  -3.11503  3.85089
C  -0.18896  -2.25510  4.55902
C  -0.95523  -4.52676  4.21936
H  -4.71896  -4.40043  2.68590
H  -3.69759  -4.36161  4.11201
H  -3.28429  -5.41487  2.72828
H  -3.88453  -3.64107  0.57598
H  -2.96824  -2.13399  0.67524
H  -4.55534  -2.27187  1.47783
H  -0.00692  -1.36539  3.98027
H  0.75292  -2.78842  4.67910
H  -0.56298  -1.99756  5.55380
H  -1.61106  -5.17976  3.66947
H  -1.13976  -4.64861  5.28649
H  0.07202  -4.82104  4.00492

Computed properties:
- Multiplicity: 2
- Net charge: +4
- Kohn-Sham gap (spin up / spin down): 6.82 / 4.19 eV

***

# C47H50BrInN2O6P3S2

A structure of composition C47H50BrInN2O6P3S2 (ωB97M-V with the def2-TZVPD basis set, the Open Molecules 2025 dataset).

Geometry (Å):
In  0.06141  0.06402  -0.22409
O  0.72820  4.07174  1.70008
C  -0.52291  4.20045  2.20304
C  -0.75860  5.28833  3.04284
C  -2.00084  5.48317  3.61313
C  -3.03750  4.59134  3.36033
C  -2.80303  3.51143  2.53003
C  -1.56054  3.30160  1.92951
C  -1.38404  2.04934  1.10582
O  -0.11992  1.96215  0.49642
N  -2.45288  1.95847  0.05533
N  -1.93715  1.37201  -1.04096
C  -2.36778  1.58764  -2.21511
C  -1.57660  1.17445  -3.37332
Br  0.31892  1.32348  -3.10562
C  -2.01742  0.90336  -4.59897
C  -3.43188  0.71133  -4.94463
C  -3.88262  1.11362  -6.20303
C  -5.21408  0.96534  -6.55086
C  -6.10834  0.39725  -5.65228
C  -5.66311  -0.03586  -4.41177
C  -4.33084  0.11559  -4.05878
H  0.72220  3.26563  1.14285
H  0.05870  5.97396  3.22563
H  -2.16269  6.33345  4.26300
H  -4.00951  4.73272  3.81202
H  -3.59914  2.79795  2.34383
H  -1.54322  1.19588  1.76806
H  -2.93923  2.83200  -0.12154
H  -3.26935  2.16987  -2.40959
H  -1.29908  0.81937  -5.40648
H  -3.18473  1.55445  -6.90463
H  -5.55491  1.28809  -7.52544
H  -7.14801  0.27769  -5.92641
H  -6.35218  -0.50282  -3.72041
H  -3.97602  -0.27201  -3.11098
O  1.57114  -1.42062  0.50413
P  2.92170  -1.32698  1.17500
C  2.70185  -0.72028  2.89914
P  0.92644  -0.62377  3.31794
O  0.20529  -0.00398  2.16092
C  0.75664  0.40902  4.76510
C  1.13785  1.74684  4.63036
C  0.89082  2.64326  5.65408
C  0.25868  2.21052  6.81343
C  -0.13163  0.88672  6.94735
C  0.10974  -0.01642  5.92213
C  0.42369  -2.29852  3.69138
C  1.04637  -3.03644  4.69924
C  0.67052  -4.34904  4.92504
C  -0.32291  -4.92830  4.14245
C  -0.94350  -4.19771  3.14037
C  -0.57407  -2.87894  2.91462
C  3.99436  -0.14698  0.35436
C  5.20856  0.25674  0.90941
C  5.99759  1.18318  0.24849
C  5.58028  1.71321  -0.96674
C  4.37559  1.31472  -1.52534
C  3.58798  0.38220  -0.86681
C  3.74018  -2.90994  1.30171
C  5.04336  -3.11913  0.86127
C  5.61949  -4.37560  0.98529
C  4.89458  -5.41957  1.53794
C  3.58627  -5.21771  1.96119
C  3.00601  -3.96824  1.84304
H  3.12267  0.28282  2.99459
H  3.22430  -1.38409  3.58974
H  1.59025  2.10223  3.71070
H  1.17474  3.68061  5.53990
H  0.05930  2.91361  7.61139
H  -0.63626  0.55731  7.84557
H  -0.21485  -1.04378  6.02405
H  1.82661  -2.59035  5.30665
H  1.15105  -4.92262  5.70625
H  -0.61147  -5.95669  4.31600
H  -1.71056  -4.65431  2.52974
H  -1.03795  -2.30705  2.12098
H  5.53455  -0.13993  1.86438
H  6.93802  1.49590  0.68160
H  6.19989  2.43670  -1.47937
H  4.05652  1.71862  -2.47727
H  2.67396  0.02653  -1.33140
H  5.60557  -2.31831  0.40001
H  6.63084  -4.53906  0.63847
H  5.34491  -6.39933  1.62744
H  3.01235  -6.03923  2.36864
H  1.97380  -3.82586  2.13861
C  -1.77765  -4.62411  -4.98583
C  -2.00669  -3.71362  -3.80067
C  -3.43513  -3.70894  -3.30555
O  -1.16683  -4.20552  -2.70623
P  0.05685  -3.40247  -2.11783
S  1.07863  -4.40643  -0.86841
S  -0.97933  -1.65336  -1.51346
O  0.75489  -2.90801  -3.46088
C  1.97930  -2.15020  -3.58795
C  3.21062  -2.97341  -3.27205
C  1.97932  -1.63280  -5.01106
H  -2.40480  -4.31196  -5.82195
H  -2.03151  -5.65196  -4.72443
H  -0.73467  -4.59135  -5.29837
H  -1.68769  -2.69781  -4.04402
H  -3.73673  -4.71660  -3.01716
H  -4.09922  -3.35948  -4.09767
H  -3.54334  -3.05209  -2.44254
H  1.90082  -1.29855  -2.90153
H  3.26820  -3.83551  -3.93817
H  3.21020  -3.33207  -2.24577
H  4.09558  -2.35364  -3.43058
H  2.00076  -2.46996  -5.70983
H  2.85920  -1.01264  -5.18669
H  1.08739  -1.03667  -5.20377

Computed properties:
- Net charge: +1
- Kohn-Sham gap: 7.50 eV

***

# C47H50F8IO2P

A cluster of 7 separate species, C47H50F8IO2P in total at a distorted geometry (ωB97M-V with the def2-TZVPD basis set, the Open Molecules 2025 dataset).

Geometry (Å):
C  2.19185  7.92099  -0.53394
C  0.74876  8.16978  -0.99232
C  0.38761  7.67798  -2.39574
I  1.99776  7.73621  -3.80173
C  -0.31684  6.32434  -2.49942
O  -0.57528  5.79767  -3.57963
O  -0.72808  5.79990  -1.29915
C  -0.53006  4.42692  -1.09660
F  -1.42258  3.71256  -1.89777
C  -1.00089  4.13465  0.32411
C  -0.46912  5.03308  1.42958
C  -0.52855  4.39889  2.81351
F  0.84733  5.42854  1.18672
P  1.23220  3.90215  -1.53355
C  1.03910  3.40675  -3.29073
C  1.49016  2.26649  -0.74039
C  1.72800  2.32172  0.76904
H  2.83867  8.67760  -0.95984
H  2.25494  7.95750  0.54550
H  2.51031  6.93437  -0.85279
H  0.56966  9.24198  -0.97039
H  0.08458  7.72977  -0.26040
H  -0.33592  8.37371  -2.80606
H  -0.89109  3.08220  0.55381
H  -2.07085  4.32805  0.27233
H  -1.05299  5.94847  1.43864
H  -1.22326  3.56874  2.82659
H  0.45051  4.03214  3.09482
H  -0.85913  5.14436  3.52691
H  1.81106  2.66846  -3.47799
H  1.15905  4.25544  -3.94938
H  0.07682  2.93768  -3.46939
H  2.38989  1.89594  -1.21361
H  0.70532  1.56141  -1.01201
H  2.51169  1.61825  1.03759
H  2.06302  3.29814  1.09857
H  0.85476  2.01718  1.33227
F  -1.24908  1.14911  2.65953
C  -2.06305  0.09271  2.43183
C  -1.51361  -1.17143  2.38201
C  -2.35077  -2.25187  2.14670
C  -3.71175  -2.05194  1.95924
C  -4.23960  -0.76955  2.01106
C  -3.41207  0.31716  2.25237
H  -0.44907  -1.30162  2.52420
H  -1.93970  -3.25151  2.10881
H  -4.36063  -2.89687  1.77220
H  -5.29893  -0.61214  1.86170
H  -3.80256  1.32497  2.30167
F  -1.25979  -5.56982  1.30836
C  -1.37196  -5.53285  -0.03983
C  -2.63084  -5.49168  -0.60014
C  -2.74666  -5.45562  -1.98096
C  -1.61011  -5.45897  -2.77806
C  -0.35249  -5.49904  -2.19075
C  -0.22699  -5.53826  -0.80992
H  -3.50557  -5.49846  0.03784
H  -3.72444  -5.42845  -2.43247
H  -1.70504  -5.43759  -3.85523
H  0.53537  -5.50893  -2.80796
H  0.74277  -5.57406  -0.33165
F  4.48873  2.19491  -2.34699
C  5.31347  2.14761  -3.41785
C  6.67539  2.19876  -3.20362
C  7.52465  2.14845  -4.29874
C  7.00564  2.05428  -5.58243
C  5.63193  2.00681  -5.77215
C  4.77312  2.05046  -4.68375
H  7.05770  2.27882  -2.19500
H  8.59481  2.18350  -4.14788
H  7.67159  2.01841  -6.43370
H  5.22452  1.93701  -6.77133
H  3.70083  2.00960  -4.81271
F  2.86724  5.42188  4.24436
C  2.48166  6.68931  4.49736
C  2.85677  7.27590  5.68912
C  2.45768  8.57981  5.94456
C  1.69069  9.27141  5.01719
C  1.32391  8.65757  3.82717
C  1.72318  7.35632  3.55704
H  3.44985  6.71694  6.40042
H  2.74744  9.05626  6.87114
H  1.38011  10.28700  5.22227
H  0.72394  9.19325  3.10333
H  1.45441  6.86165  2.63456
F  0.58503  -12.44216  0.51173
C  0.18649  -11.19963  0.85443
C  0.56416  -10.69136  2.08078
C  0.15367  -9.41173  2.42676
C  -0.62622  -8.66634  1.55282
C  -0.99700  -9.20192  0.32624
C  -0.58618  -10.47758  -0.03251
H  1.16806  -11.29179  2.74779
H  0.44495  -8.99599  3.38177
H  -0.94793  -7.67729  1.82869
H  -1.61029  -8.62457  -0.35433
H  -0.85757  -10.91190  -0.98559
F  -5.63357  -6.56960  -1.83250
C  -5.49207  -7.76579  -1.21867
C  -6.12469  -7.97656  -0.01132
C  -5.96083  -9.20107  0.62008
C  -5.16889  -10.18474  0.04445
C  -4.54067  -9.94630  -1.16991
C  -4.70217  -8.72820  -1.81351
H  -6.73061  -7.19270  0.42328
H  -6.45236  -9.38560  1.56529
H  -5.04044  -11.13565  0.54287
H  -3.91950  -10.70988  -1.61790
H  -4.22247  -8.52087  -2.76084

Computed properties:
- Kohn-Sham gap: 8.76 eV

***

# C47H51BI2NO

A structure of composition C47H51BI2NO (ωB97M-V with the def2-TZVPD basis set, the Open Molecules 2025 dataset).

Geometry (Å):
C  -1.26022  -3.96500  1.14458
C  -1.94580  -3.51805  -0.17838
B  -0.90665  -3.28371  -1.30905
O  -0.95132  -3.94291  -2.52248
C  0.23672  -2.17103  -1.10461
C  -0.15372  -1.00970  -0.44162
C  0.70338  0.05790  -0.22468
C  0.29809  1.29968  0.46368
I  -1.71097  1.79401  0.17281
C  1.10786  2.05659  1.22737
C  2.57457  1.77255  1.47853
I  0.44224  3.74997  2.21263
N  1.95459  -0.09318  -0.70366
C  2.39383  -1.19830  -1.33405
C  1.57254  -2.27420  -1.55456
C  2.14045  -3.46196  -2.27697
H  -1.76076  -4.82918  1.56936
H  -0.21075  -4.21275  0.96139
H  -1.26853  -3.13013  1.84284
H  -2.69980  -4.22761  -0.51991
H  -2.49711  -2.58632  -0.00588
H  -0.40698  -4.73678  -2.55201
H  -1.16654  -0.94328  -0.07306
H  2.74082  0.75146  1.82488
H  3.16695  1.98965  0.58433
H  2.96189  2.45868  2.22589
H  2.61107  0.66597  -0.59692
H  3.42229  -1.19017  -1.66902
H  1.65221  -4.39474  -2.01176
H  3.20966  -3.54639  -2.08656
H  2.00885  -3.31159  -3.35110
C  5.55500  -3.96539  -4.28373
C  6.22074  -4.83715  -5.13336
C  7.56141  -5.12231  -4.91759
C  8.23371  -4.54197  -3.85078
C  7.56783  -3.67180  -2.99971
C  6.22872  -3.38206  -3.21956
H  4.50943  -3.73961  -4.45571
H  5.69616  -5.29322  -5.96244
H  8.08347  -5.79793  -5.58187
H  9.27821  -4.76795  -3.68283
H  8.09285  -3.22010  -2.16827
H  5.71215  -2.69670  -2.55653
C  2.68219  7.38886  4.59156
C  1.82300  7.24458  3.51134
C  1.17488  8.35168  2.98182
C  1.39216  9.60767  3.53030
C  2.25334  9.75359  4.60877
C  2.89628  8.64477  5.14126
H  3.18492  6.52405  5.00554
H  1.65789  6.26445  3.08084
H  0.50143  8.23752  2.14175
H  0.89061  10.47282  3.11714
H  2.42349  10.73326  5.03536
H  3.56421  8.75975  5.98473
C  0.84485  3.39716  -5.69862
C  1.34838  2.36980  -4.91359
C  0.74184  2.06807  -3.70233
C  -0.36861  2.78562  -3.27731
C  -0.87223  3.81031  -4.06536
C  -0.26343  4.11738  -5.27417
H  1.31593  3.63628  -6.64264
H  2.21022  1.80655  -5.24786
H  1.13576  1.26459  -3.08757
H  -0.83675  2.54063  -2.33157
H  -1.73851  4.37029  -3.73776
H  -0.65320  4.91891  -5.88736
C  -4.87409  -2.65262  -4.28809
C  -3.84202  -3.31801  -3.64020
C  -4.02295  -4.62529  -3.20798
C  -5.23327  -5.26705  -3.43356
C  -6.26323  -4.60238  -4.08405
C  -6.08484  -3.29364  -4.50877
H  -4.73380  -1.63318  -4.62429
H  -2.89829  -2.81761  -3.47694
H  -3.22193  -5.14423  -2.70056
H  -5.37443  -6.28756  -3.10165
H  -7.20517  -5.10484  -4.26013
H  -6.88870  -2.77404  -5.01346
C  0.37809  -2.29506  6.69135
C  0.89071  -2.53642  5.42458
C  0.44631  -1.78519  4.34595
C  -0.50485  -0.79072  4.53237
C  -1.01552  -0.54933  5.79981
C  -0.57525  -1.30351  6.87833
H  0.72118  -2.88062  7.53386
H  1.63450  -3.30906  5.27958
H  0.84076  -1.97459  3.35394
H  -0.85037  -0.20279  3.68934
H  -1.75663  0.22558  5.94788
H  -0.97569  -1.11859  7.86622
C  -5.72223  2.39604  2.17031
C  -6.83302  2.28638  2.99494
C  -6.68583  1.84133  4.30134
C  -5.42813  1.51112  4.78684
C  -4.31708  1.62283  3.96329
C  -4.46539  2.06255  2.65527
H  -5.83892  2.74223  1.15087
H  -7.81356  2.54820  2.62000
H  -7.55276  1.75231  4.94251
H  -5.31527  1.16801  5.80703
H  -3.33419  1.36782  4.34148
H  -3.59135  2.14005  2.01871

Computed properties:
- Net charge: +1
- Kohn-Sham gap: 6.52 eV